[1]
Below is C7H11N in the gas phase in a non-equilibrium geometry, with properties calculated with ωB97M-V/def2-TZVPD.

CARTESIAN COORDINATES (ANGSTROEM)
1 C -0.892 -1.017 0.506
2 C -2.465 0.300 -0.594
3 C 1.725 -0.008 -0.648
4 C 0.937 0.705 0.439
5 C -0.593 0.446 0.578
6 C -1.461 1.192 -0.271
7 C 2.950 -0.397 -0.345
8 H -0.192 -1.487 -0.222
9 H -0.695 -1.503 1.474
10 H -2.468 -1.733 -0.623
11 H -3.279 0.397 -1.313
12 H 1.385 -0.267 -1.638
13 H 1.070 1.795 0.407
14 H 1.562 0.372 1.426
15 H -0.875 0.932 1.510
16 H -1.431 2.254 -0.493
17 H 3.303 0.094 0.631
18 H 3.667 -1.096 -0.793
19 N -2.247 -0.982 -0.034

Force components x, y, z for each atom (eV/Å):
C 0.2 -0.1 -0.7
C 1.7 0.9 -0.5
C 0.1 -0.3 -0.2
C 1.3 0.1 1.9
C 3.9 1.0 2.2
C -3.7 -1.5 -3.1
C 1.4 0.8 2.3
H -0.4 0.1 0.3
H -0.7 0.0 -0.3
H -0.5 -1.0 -0.8
H 0.0 0.2 0.5
H -0.8 0.0 0.0
H 0.1 -0.1 -0.2
H -2.0 0.9 -2.0
H 0.4 -0.7 1.2
H 0.0 -0.3 0.1
H -0.1 -1.3 -1.2
H -0.6 0.7 -0.5
N -0.3 0.8 0.9

Computed properties:
energy	-327.97877	Eh
largest force on an atom	5.01	eV/Å
frontier orbital gap	8.73	eV
net charge	0
energy above the lowest of the compared OMol25 structures with the same formula, charge and spin	2.972	eV
LUMO level	1.1329	eV

[2]
Below is a gas-phase ion, C7H11N2 (charge +1) in a non-equilibrium geometry, with properties calculated with ωB97M-V/def2-TZVPD.

CARTESIAN COORDINATES (ANGSTROEM)
1 C -3.011 -0.953 0.066
2 C -3.209 0.357 -0.151
3 C -0.798 -0.162 0.254
4 C 1.347 0.076 1.384
5 C 0.794 1.238 -0.772
6 C 1.199 -1.262 -0.768
7 C 0.622 -0.084 0.034
8 N -1.668 -1.115 0.056
9 N -2.545 1.342 0.037
10 H 2.408 0.212 1.198
11 H 0.978 0.938 1.932
12 H 1.212 -0.811 1.996
13 H 0.324 2.072 -0.261
14 H 0.376 1.143 -1.770
15 H 1.859 1.438 -0.852
16 H 1.150 -2.177 -0.181
17 H 2.242 -1.061 -0.994
18 H 0.669 -1.407 -1.706
19 H -1.336 -2.082 0.161
20 H -2.614 2.298 0.339

Force components x, y, z for each atom (eV/Å):
C -2.4 -0.2 -0.2
C 1.2 -0.5 0.4
C 0.0 -0.4 -0.1
C -0.2 -0.1 0.1
C -0.1 -0.1 0.0
C -0.3 0.0 0.2
C 0.7 0.3 -0.1
N 1.4 -0.4 0.2
N -0.7 0.8 -0.1
H 0.1 0.0 -0.1
H 0.0 0.1 0.1
H 0.0 -0.1 0.1
H 0.0 0.1 0.0
H 0.0 0.0 -0.1
H 0.1 0.0 0.0
H 0.1 -0.2 0.0
H 0.1 0.0 0.0
H -0.1 0.0 -0.1
H 0.2 0.2 -0.2
H 0.0 0.3 -0.1

Computed properties:
energy	-382.31066	Eh
largest force on an atom	2.43	eV/Å
frontier orbital gap (spin up / spin down)	6.93 / 7.33	eV
net charge	+1
energy above the lowest of the compared OMol25 structures with the same formula, charge and spin	8.516	eV
LUMO level (spin up / spin down)	-6.4758 / -6.4010	eV

[3]
Below is a gas-phase ion, C7H11N2 (charge +1) in a non-equilibrium geometry, with properties calculated with ωB97M-V/def2-TZVPD.

CARTESIAN COORDINATES (ANGSTROEM)
1 C -1.386 -0.875 -0.379
2 C -2.201 -1.565 0.451
3 C -0.859 -0.449 1.791
4 C -0.518 -0.166 0.465
5 C 2.826 -0.004 -0.693
6 C 1.556 0.001 -0.929
7 C 0.571 0.658 -0.071
8 N -1.885 -1.306 1.694
9 N -0.010 1.793 -0.833
10 H -1.356 -0.968 -1.562
11 H -2.928 -2.337 0.168
12 H -0.385 -0.262 2.806
13 H 3.496 -0.711 -1.194
14 H 3.389 0.379 0.232
15 H 1.287 -0.117 -2.062
16 H 1.089 1.237 0.740
17 H -2.523 -1.458 2.406
18 H -0.283 1.470 -1.750
19 H 0.822 2.336 -0.993
20 H -0.701 2.343 -0.286

Force components x, y, z for each atom (eV/Å):
C 0.2 -0.4 -3.1
C -1.8 -1.8 -2.9
C 1.6 0.9 0.5
C 0.5 0.0 0.8
C 4.0 -1.3 2.5
C -1.3 1.0 -3.5
C 0.3 1.1 2.6
N 0.4 0.2 1.2
N 0.3 0.9 -0.1
H -0.1 0.2 2.9
H 0.2 0.7 0.4
H -0.7 0.1 -1.8
H -0.2 0.9 -0.8
H -1.5 -0.4 -1.1
H -0.1 -0.9 2.2
H -0.2 -1.0 -0.3
H -1.0 -0.8 1.8
H -1.0 0.1 -0.3
H 0.2 1.1 -0.4
H 0.2 -0.6 -0.8

Computed properties:
energy	-382.52587	Eh
largest force on an atom	4.89	eV/Å
frontier orbital gap	8.99	eV
net charge	+1
energy above the lowest of the compared OMol25 structures with the same formula, charge and spin	2.660	eV
LUMO level	-3.2390	eV

[4]
Below is a gas-phase ion, C7H11N2 (charge +1) in a non-equilibrium geometry, with properties calculated with ωB97M-V/def2-TZVPD.

CARTESIAN COORDINATES (ANGSTROEM)
1 C -1.800 0.125 -0.766
2 C -0.674 1.864 0.439
3 C 1.154 0.459 -0.217
4 C 2.476 0.309 -0.145
5 C 0.282 -0.570 -0.941
6 C -1.076 -1.098 -0.328
7 C -0.823 -1.367 1.178
8 N -1.542 1.221 -0.213
9 N 0.626 1.643 0.320
10 H -2.399 0.022 -1.676
11 H -0.817 2.782 1.105
12 H 3.142 0.977 0.396
13 H 2.893 -0.634 -0.459
14 H 0.206 -0.306 -2.021
15 H 1.006 -1.478 -1.132
16 H -1.504 -2.067 -0.657
17 H -0.178 -0.604 1.748
18 H -0.388 -2.272 1.119
19 H -1.802 -1.452 1.816
20 H 1.218 2.446 0.434

Force components x, y, z for each atom (eV/Å):
C -0.1 -1.5 0.4
C 1.8 2.6 1.9
C 0.8 -0.4 -0.5
C -0.4 -0.7 0.5
C 2.4 -2.9 -2.0
C 0.6 0.7 1.4
C -2.8 4.0 1.7
N -2.4 0.6 -0.7
N -0.8 -0.2 -0.5
H 0.0 0.6 0.2
H -0.9 -1.4 -1.0
H -0.2 0.2 -0.3
H 0.2 0.0 -0.2
H -0.5 0.4 0.7
H -1.3 1.4 0.9
H 0.5 0.9 -0.8
H -0.8 -1.2 -1.1
H 1.8 -3.1 0.6
H 1.7 0.1 -1.4
H 0.5 -0.1 0.4

Computed properties:
energy	-382.50294	Eh
largest force on an atom	5.15	eV/Å
frontier orbital gap	8.65	eV
net charge	+1
energy above the lowest of the compared OMol25 structures with the same formula, charge and spin	3.284	eV
LUMO level	-4.7779	eV